A.
{"formula": "H26O13", "method": "ωB97M-V/def2-TZVPD", "elements": ["H", "H", "H", "H", "H", "H", "H", "H", "H", "H", "H", "H", "H", "H", "H", "H", "H", "H", "H", "H", "H", "H", "H", "H", "H", "H", "O", "O", "O", "O", "O", "O", "O", "O", "O", "O", "O", "O", "O"], "xyz": [[0.233, 0.138, 0.202], [-1.265, -0.064, 0.040], [-5.235, -1.755, 0.580], [-4.914, -0.389, -0.003], [-1.109, 4.114, -1.363], [0.390, 4.348, -1.269], [1.302, 2.593, -1.558], [1.833, 3.168, -0.255], [3.360, -0.762, 2.246], [2.203, -1.335, 3.048], [1.139, -3.022, 0.099], [0.399, -4.279, 0.527], [-1.552, 2.188, 0.813], [-2.596, 3.271, 1.033], [1.977, 0.812, -0.951], [2.508, -0.595, -0.732], [4.368, -1.670, -1.120], [4.285, -1.675, 0.398], [1.508, -1.457, -3.371], [0.341, -0.678, -2.786], [-4.917, 2.166, 0.722], [-4.416, 1.032, 1.602], [3.558, 0.334, 0.878], [3.789, 1.184, 2.117], [-3.171, -3.297, -0.244], [-4.394, -4.152, -0.534], [-0.430, -0.546, 0.049], [-5.642, -0.912, 0.350], [-0.296, 4.047, -1.876], [2.118, 2.867, -1.125], [3.153, -1.424, 2.915], [0.284, -3.462, 0.028], [-1.803, 2.889, 1.426], [2.592, 0.308, -0.406], [3.966, -2.143, -0.382], [0.903, -1.443, -2.620], [-4.166, 1.900, 1.264], [3.479, 1.237, 1.206], [-3.783, -3.533, -0.950]], "orbital_gap_ev": 10.56, "lumo_ev": -0.228, "spin_multiplicity": 1, "e_homo_ev": -10.79}



B.
{"formula": "H26O13", "method": "ωB97M-V/def2-TZVPD", "elements": ["H", "H", "H", "H", "H", "H", "H", "H", "H", "H", "H", "H", "H", "H", "H", "H", "H", "H", "H", "H", "H", "H", "H", "H", "H", "H", "O", "O", "O", "O", "O", "O", "O", "O", "O", "O", "O", "O", "O"], "xyz": [[1.519, -0.192, -0.379], [0.090, -0.379, 0.103], [1.695, 3.087, 0.398], [1.483, 2.653, -1.043], [-3.157, 3.941, -0.590], [-1.798, 3.402, -0.172], [-3.879, -3.141, -0.441], [-2.677, -2.352, -0.933], [4.647, -0.514, 0.960], [3.928, -0.746, -0.359], [-4.476, 1.177, 1.730], [-3.984, 0.118, 2.703], [5.366, 1.695, -1.459], [5.118, 0.217, -1.207], [1.304, -1.204, -3.435], [1.639, -0.855, -1.994], [2.430, -2.549, 3.085], [3.522, -2.823, 4.106], [0.191, 3.646, 0.721], [-0.720, 4.756, 1.219], [-1.155, -3.230, -1.950], [-0.106, -2.160, -1.694], [-0.976, -1.910, 1.768], [-1.372, -0.907, 0.696], [-4.034, -0.873, -0.629], [-4.378, -0.099, -1.891], [0.948, -0.818, 0.079], [1.568, 2.303, -0.149], [-2.219, 3.996, -0.804], [-2.942, -2.997, -0.268], [3.905, -0.197, 0.433], [-3.862, 0.437, 1.802], [4.731, 0.991, -1.631], [1.392, -1.596, -2.559], [3.387, -2.625, 3.172], [0.072, 4.259, 1.455], [-0.728, -2.738, -1.239], [-1.731, -1.410, 1.437], [-4.742, -0.363, -1.039]], "orbital_gap_ev": 9.98, "lumo_ev": -0.017, "spin_multiplicity": 1, "e_homo_ev": -10.00}



C.
{"formula": "H26O13", "method": "ωB97M-V/def2-TZVPD", "elements": ["H", "H", "H", "H", "H", "H", "H", "H", "H", "H", "H", "H", "H", "H", "H", "H", "H", "H", "H", "H", "H", "H", "H", "H", "H", "H", "O", "O", "O", "O", "O", "O", "O", "O", "O", "O", "O", "O", "O"], "xyz": [[-0.114, 0.778, -1.497], [0.360, 0.644, -0.059], [-1.752, 0.044, -0.696], [-2.631, 1.082, -0.018], [3.878, 0.108, 1.141], [3.287, -0.081, -0.247], [0.593, 1.504, -5.743], [0.894, 1.161, -4.293], [-1.352, 3.163, -0.950], [-0.651, 4.330, -1.626], [-3.044, -0.997, 3.871], [-1.693, -0.323, 3.705], [-0.103, -0.745, 0.807], [-0.803, -1.715, -0.130], [-0.023, -4.236, -3.334], [-0.060, -4.170, -1.816], [3.010, -0.471, 3.211], [1.537, -0.181, 2.974], [-0.523, 2.714, 2.932], [0.876, 2.242, 3.294], [4.167, 1.905, -0.783], [3.563, 3.076, -0.024], [-0.986, -3.363, 0.564], [-1.689, -3.271, 1.909], [-3.021, -1.009, -2.258], [-3.186, -1.925, -1.056], [0.132, 0.121, -0.836], [-2.180, 0.245, 0.143], [3.610, 0.599, 0.356], [0.883, 1.899, -4.913], [-1.025, 3.460, -1.806], [-2.522, -0.486, 3.242], [-0.962, -1.146, 0.631], [0.430, -4.562, -2.548], [2.190, -0.272, 3.677], [-0.042, 2.189, 3.583], [3.330, 2.354, -0.619], [-1.272, -2.728, 1.230], [-3.105, -1.939, -2.016]], "orbital_gap_ev": 6.76, "lumo_ev": -0.300, "spin_multiplicity": 1, "e_homo_ev": -7.06}



Each structure's energy above the most stable one, in eV: A 0.133; B 0.000; C 6.843.



A.
{"formula": "C5H6N2O2S", "method": "ωB97M-V/def2-TZVPD", "elements": ["C", "C", "C", "C", "C", "N", "N", "O", "O", "S", "H", "H", "H", "H", "H", "H"], "xyz": [[0.487, 0.883, 1.192], [-0.614, 1.169, 0.226], [0.554, -0.632, 1.100], [-0.689, 2.401, -0.339], [1.324, -1.436, 1.879], [-1.067, 0.027, -0.332], [-0.604, -1.129, 0.512], [1.395, 0.442, -2.019], [0.092, -1.513, -2.284], [0.088, -0.066, -2.431], [-1.251, 2.525, -1.176], [-0.283, 3.227, 0.122], [1.171, -2.554, 1.801], [2.040, -1.070, 2.496], [-1.970, -0.269, -0.748], [-0.673, -2.004, 0.002]], "orbital_gap_ev": [6.87, 6.87], "lumo_ev": [-1.451, -1.450], "spin_multiplicity": 1, "e_homo_ev": [-8.32, -8.32]}



B.
{"formula": "C5H6N2O2S", "method": "ωB97M-V/def2-TZVPD", "elements": ["C", "C", "C", "C", "N", "S", "C", "N", "O", "O", "H", "H", "H", "H", "H", "H"], "xyz": [[0.629, 1.899, 0.190], [0.911, 0.429, -0.036], [-0.163, -0.454, 0.005], [0.257, -1.759, 0.063], [-0.549, -2.894, -0.094], [1.905, -1.919, 0.044], [2.106, -0.218, 0.011], [3.369, 0.411, -0.068], [3.451, 1.568, -0.321], [4.359, -0.319, 0.035], [0.058, 2.358, -0.555], [0.046, 1.977, 1.128], [1.396, 2.740, 0.181], [-1.173, -0.093, -0.269], [-1.507, -2.676, -0.267], [-0.162, -3.831, -0.135]], "smiles": "Cc1cc(N)sc1[N+](=O)[O-]", "orbital_gap_ev": 8.48, "lumo_ev": -0.057, "spin_multiplicity": 1, "e_homo_ev": -8.54}



Each structure's energy above the most stable one, in eV: A 3.034; B 0.000.



A.
{"formula": "C43H37N6O3S4Sn", "method": "ωB97M-V/def2-TZVPD", "elements": ["Sn", "S", "C", "C", "C", "C", "C", "C", "C", "C", "C", "N", "H", "H", "H", "H", "H", "H", "S", "N", "C", "C", "C", "C", "C", "N", "C", "C", "N", "C", "C", "C", "C", "C", "N", "H", "H", "H", "H", "H", "H", "O", "C", "C", "C", "C", "C", "C", "N", "H", "H", "H", "H", "H", "H", "H", "O", "S", "C", "C", "C", "C", "S", "O", "C", "C", "C", "C", "C", "C", "C", "C", "C", "C", "C", "C", "H", "H", "H", "H", "H", "H", "H", "H", "H", "H", "H", "H", "H", "H", "H", "H", "H", "H"], "xyz": [[-0.848, -0.295, 0.625], [-4.495, 2.486, 1.492], [-3.076, 3.393, 1.782], [-1.950, 2.648, 1.594], [-2.215, 1.304, 1.203], [-3.565, 1.085, 1.111], [-4.169, -0.162, 0.639], [-5.514, -0.294, 0.297], [-5.965, -1.504, -0.196], [-5.071, -2.556, -0.349], [-3.751, -2.342, 0.005], [-3.313, -1.185, 0.497], [-3.149, 4.426, 2.085], [-0.957, 3.059, 1.715], [-6.186, 0.546, 0.404], [-7.005, -1.624, -0.467], [-5.384, -3.515, -0.736], [-3.005, -3.120, -0.118], [1.178, 0.866, 8.154], [0.052, -0.100, 7.526], [0.132, 0.027, 6.211], [-0.687, -0.678, 5.244], [-1.647, -1.622, 5.604], [-2.345, -2.269, 4.611], [-2.075, -1.948, 3.284], [-1.179, -1.037, 2.929], [-0.481, -0.408, 3.889], [0.545, 0.550, 3.460], [0.685, 0.750, 2.141], [1.658, 1.531, 1.701], [2.530, 2.196, 2.560], [2.376, 2.035, 3.916], [1.369, 1.191, 4.386], [1.139, 0.931, 5.794], [1.805, 1.475, 6.800], [-1.816, -1.835, 6.651], [-3.090, -3.017, 4.840], [-2.605, -2.436, 2.479], [1.729, 1.628, 0.626], [3.310, 2.823, 2.152], [3.021, 2.535, 4.627], [-1.614, -2.045, -2.483], [-2.790, -1.832, -3.231], [-3.371, -0.452, -3.010], [-4.566, -0.079, -3.620], [-5.057, 1.191, -3.393], [-4.341, 2.052, -2.570], [-3.166, 1.596, -2.005], [-2.689, 0.363, -2.213], [-1.553, -1.290, -1.873], [-3.549, -2.577, -2.963], [-2.566, -1.966, -4.293], [-5.089, -0.781, -4.257], [-5.983, 1.512, -3.853], [-4.684, 3.057, -2.366], [-2.578, 2.231, -1.352], [2.488, -1.094, 0.590], [2.312, -2.484, 0.061], [1.948, -2.360, -1.715], [2.783, -1.326, -2.462], [2.308, 0.117, -2.273], [0.996, 0.395, -2.986], [0.156, 1.885, -2.401], [0.076, 1.764, -0.898], [1.464, 3.061, -2.725], [2.085, 3.702, -1.669], [3.085, 4.628, -1.936], [3.448, 4.903, -3.245], [2.803, 4.266, -4.298], [1.799, 3.347, -4.042], [3.961, -3.169, -0.085], [4.119, -4.499, -0.448], [5.398, -5.025, -0.545], [6.500, -4.225, -0.266], [6.326, -2.903, 0.114], [5.049, -2.366, 0.210], [0.876, -2.163, -1.774], [2.113, -3.370, -2.098], [2.767, -1.583, -3.526], [3.826, -1.406, -2.147], [3.074, 0.799, -2.649], [2.193, 0.310, -1.206], [0.253, -0.392, -2.837], [1.118, 0.524, -4.065], [1.771, 3.482, -0.657], [3.578, 5.139, -1.119], [4.228, 5.624, -3.450], [3.077, 4.492, -5.320], [1.281, 2.862, -4.862], [3.255, -5.123, -0.646], [5.536, -6.060, -0.829], [7.497, -4.640, -0.337], [7.187, -2.287, 0.341], [4.879, -1.342, 0.516]], "total_charge": 1, "orbital_gap_ev": 7.49, "lumo_ev": -2.795, "spin_multiplicity": 1, "e_homo_ev": -10.29}



B.
{"formula": "C43H37N6O3S4Sn", "method": "ωB97M-V/def2-TZVPD", "elements": ["Sn", "S", "C", "C", "C", "C", "C", "C", "C", "C", "C", "N", "H", "H", "H", "H", "H", "H", "S", "N", "C", "C", "C", "C", "C", "N", "C", "C", "N", "C", "C", "C", "C", "C", "N", "H", "H", "H", "H", "H", "H", "O", "C", "C", "C", "C", "C", "C", "N", "H", "H", "H", "H", "H", "H", "H", "O", "S", "C", "C", "C", "C", "S", "O", "C", "C", "C", "C", "C", "C", "C", "C", "C", "C", "C", "C", "H", "H", "H", "H", "H", "H", "H", "H", "H", "H", "H", "H", "H", "H", "H", "H", "H", "H"], "xyz": [[0.126, 0.536, -0.048], [3.243, 2.897, 2.527], [1.866, 2.697, 3.511], [0.887, 1.990, 2.878], [1.234, 1.583, 1.554], [2.499, 2.012, 1.252], [3.182, 1.724, -0.012], [4.459, 2.175, -0.339], [5.018, 1.782, -1.539], [4.306, 0.942, -2.387], [3.044, 0.544, -1.992], [2.489, 0.940, -0.847], [1.850, 3.106, 4.509], [-0.055, 1.775, 3.360], [5.002, 2.814, 0.343], [6.010, 2.119, -1.809], [4.719, 0.596, -3.323], [2.446, -0.124, -2.602], [-3.925, 7.431, -1.747], [-2.654, 6.777, -2.496], [-2.311, 5.706, -1.795], [-1.212, 4.808, -2.111], [-0.385, 5.001, -3.214], [0.621, 4.093, -3.446], [0.764, 3.021, -2.568], [-0.005, 2.827, -1.507], [-0.987, 3.712, -1.273], [-1.838, 3.489, -0.087], [-1.552, 2.431, 0.678], [-2.295, 2.209, 1.751], [-3.353, 3.026, 2.135], [-3.658, 4.116, 1.353], [-2.891, 4.356, 0.215], [-3.130, 5.485, -0.669], [-4.089, 6.388, -0.526], [-0.551, 5.852, -3.861], [1.291, 4.192, -4.288], [1.538, 2.287, -2.744], [-2.055, 1.325, 2.326], [-3.922, 2.791, 3.023], [-4.471, 4.787, 1.597], [-0.459, -2.865, -1.283], [0.546, -3.446, -2.078], [1.959, -3.129, -1.616], [3.048, -3.825, -2.139], [4.302, -3.590, -1.612], [4.433, -2.686, -0.563], [3.300, -2.032, -0.123], [2.089, -2.227, -0.654], [-0.058, -2.502, -0.469], [0.396, -3.114, -3.111], [0.447, -4.539, -2.085], [2.901, -4.551, -2.929], [5.165, -4.118, -1.995], [5.390, -2.496, -0.099], [3.357, -1.307, 0.681], [-2.571, -0.416, 0.674], [-3.702, -0.832, -0.219], [-3.702, -2.638, -0.261], [-3.950, -3.373, 1.050], [-2.884, -3.159, 2.126], [-1.622, -3.978, 1.873], [-0.089, -3.151, 2.330], [-0.035, -1.929, 1.455], [-0.541, -2.574, 3.955], [-0.706, -1.214, 4.144], [-1.038, -0.744, 5.408], [-1.201, -1.632, 6.460], [-1.018, -2.996, 6.258], [-0.677, -3.474, 5.004], [-5.210, -0.553, 0.686], [-6.410, -0.527, -0.011], [-7.591, -0.312, 0.684], [-7.562, -0.107, 2.056], [-6.354, -0.117, 2.740], [-5.168, -0.341, 2.056], [-2.725, -2.859, -0.705], [-4.462, -2.895, -1.003], [-4.029, -4.439, 0.812], [-4.926, -3.082, 1.443], [-3.293, -3.425, 3.102], [-2.617, -2.103, 2.160], [-1.454, -4.172, 0.809], [-1.626, -4.944, 2.383], [-0.563, -0.544, 3.306], [-1.158, 0.319, 5.574], [-1.460, -1.264, 7.444], [-1.129, -3.685, 7.084], [-0.514, -4.534, 4.851], [-6.421, -0.667, -1.085], [-8.532, -0.293, 0.151], [-8.484, 0.070, 2.593], [-6.336, 0.046, 3.810], [-4.215, -0.345, 2.568]], "total_charge": 1, "orbital_gap_ev": 7.61, "lumo_ev": -2.548, "spin_multiplicity": 1, "e_homo_ev": -10.15}



Each structure's energy above the most stable one, in eV: A 0.000; B 0.717.